A cluster of 2 separate species, C10H16 in total at a distorted geometry, computed with ωB97M-V with the def2-TZVPD basis set.

```
! RIJCOSX wB97M-V def2-TZVPD def2/J DEFGRID3
* xyz 0 1
C 2.783 1.476 0.728
C 2.168 0.836 -0.482
C 1.299 1.626 -1.268
C 0.734 1.077 -2.409
C 1.142 -0.174 -2.872
C 1.966 -0.935 -2.072
C 2.346 -0.511 -0.814
H 2.891 0.883 1.635
H 2.162 2.335 0.989
H 3.769 1.869 0.470
H 1.052 2.670 -1.118
H 0.052 1.655 -3.012
H 0.849 -0.481 -3.865
H 2.364 -1.849 -2.502
H 2.800 -1.122 -0.046
C -2.703 -1.800 0.659
C -2.092 -1.044 1.840
C -2.757 0.300 2.144
H -2.558 -1.252 -0.275
H -3.793 -1.925 0.731
H -2.362 -2.834 0.612
H -2.312 -1.655 2.720
H -1.035 -1.035 1.573
H -3.840 0.194 2.080
H -2.447 0.627 3.134
H -2.478 1.068 1.419
*
```

Summary:
max |F|: 1.4 eV Å⁻¹
frontier orbital gap: 9.92 eV
structure (SMILES): Cc1ccccc1.CCC
energy above the lowest of the compared OMol25 structures with the same formula, charge and spin: 16.0 kcal/mol
electronic energy: -390.61035 hartree
LUMO energy: 0.95 eV

For reference, the Löwdin charges in units of e are: C -0.061; C -0.275; C -0.055; C -0.097; C -0.102; C -0.103; C -0.053; H 0.076; H 0.071; H 0.083; H 0.107; H 0.096; H 0.099; H 0.103; H 0.109; C -0.143; C -0.321; C -0.122; H 0.069; H 0.066; H 0.064; H 0.095; H 0.095; H 0.068; H 0.063; H 0.066

The ion C18H29IN5O2S with charge +1, computed with ωB97M-V with the def2-TZVPD basis set.

```
! RIJCOSX wB97M-V def2-TZVPD def2/J DEFGRID3
* xyz 1 1
C 2.506 2.597 2.611
C 1.480 3.667 2.201
C 1.642 4.206 0.772
C 0.701 3.587 -0.251
N 1.157 2.251 -0.704
C 0.567 1.105 -0.245
N -0.101 1.225 0.887
N -0.621 0.131 1.441
C -1.304 0.426 2.712
I -0.121 -0.328 4.329
C -2.804 0.093 2.707
C -3.338 -0.906 3.717
C -0.487 -1.082 0.916
N -1.054 -2.126 1.630
C -2.077 -2.712 1.296
S -3.329 -3.514 0.899
C 0.262 -1.260 -0.266
C 0.526 -2.663 -0.733
O 0.299 -2.741 -2.129
C 0.403 -3.949 -2.775
C 1.253 -4.993 -2.118
O -0.138 -4.066 -3.832
C 0.767 -0.167 -0.886
C 1.540 -0.244 -2.164
C 0.648 -0.220 -3.427
C -0.648 0.586 -3.348
N -1.717 -0.195 -2.703
H 3.101 2.928 3.459
H 3.202 2.380 1.802
H 2.029 1.663 2.904
H 1.567 4.510 2.884
H 0.473 3.278 2.336
H 2.653 3.984 0.425
H 1.552 5.290 0.745
H 0.677 4.214 -1.140
H -0.315 3.522 0.133
H 1.255 2.227 -1.706
H -1.162 1.493 2.809
H -3.317 1.040 2.868
H -3.068 -0.211 1.693
H -3.290 -0.498 4.724
H -2.788 -1.844 3.718
H -4.379 -1.126 3.491
H 1.562 -2.906 -0.478
H -0.107 -3.369 -0.209
H 2.237 -4.596 -1.871
H 0.813 -5.352 -1.189
H 1.358 -5.817 -2.813
H 2.140 -1.150 -2.141
H 2.238 0.589 -2.203
H 0.380 -1.240 -3.694
H 1.245 0.175 -4.248
H -0.538 1.509 -2.782
H -0.905 0.886 -4.365
H -2.392 0.435 -2.289
H -2.231 -0.721 -3.399
*
```

Summary:
max |F|: 1.0 eV Å⁻¹
frontier orbital gap: 8.15 eV
electronic energy: -1823.16528 hartree
LUMO energy: -4.02 eV

For reference, the Löwdin charges in units of e are: C -0.100; C -0.244; C -0.189; C -0.170; N 0.078; C -0.222; N 0.192; N -0.073; C -0.636; I 0.971; C -0.260; C -0.152; C -0.187; N 0.118; C -0.756; S 0.907; C -0.029; C -0.107; O -0.038; C -0.496; C 0.026; O 0.150; C -0.054; C -0.096; C -0.150; C -0.255; N 0.021; H 0.072; H 0.067; H 0.012; H 0.103; H 0.072; H 0.108; H 0.112; H 0.122; H 0.114; H 0.114; H 0.065; H 0.118; H 0.104; H 0.067; H 0.039; H 0.083; H 0.150; H 0.120; H 0.096; H 0.095; H 0.100; H 0.127; H 0.117; H 0.098; H 0.117; H 0.096; H 0.114; H 0.068; H 0.082

A cluster of 2 separate species, C6H14N2O2 in total at a distorted geometry, computed with ωB97M-V with the def2-TZVPD basis set.

```
! RIJCOSX wB97M-V def2-TZVPD def2/J DEFGRID3
* xyz 0 1
C -3.957 1.662 -1.076
N -3.607 1.844 -2.446
C -4.032 0.718 -3.306
C -3.027 2.939 -2.982
O -2.788 3.088 -4.202
H -4.182 2.621 -0.580
H -3.144 1.161 -0.523
H -4.856 1.024 -1.034
H -4.906 0.989 -3.921
H -4.304 -0.139 -2.666
H -3.212 0.410 -3.976
H -2.736 3.629 -2.153
C 4.822 -1.266 3.047
N 3.708 -1.579 2.232
C 2.829 -2.641 2.733
C 3.434 -0.878 1.153
O 2.562 -1.146 0.332
H 4.914 -2.012 3.854
H 4.626 -0.280 3.501
H 5.780 -1.218 2.502
H 1.750 -2.411 2.735
H 3.117 -2.988 3.740
H 3.013 -3.457 2.014
H 4.195 -0.070 1.024
*
```

Summary:
max |F|: 2.9 eV Å⁻¹
frontier orbital gap: 9.95 eV
structure (SMILES): CN(C)C=O.CN(C)C=O
energy above the lowest of the compared OMol25 structures with the same formula, charge and spin: 49.8 kcal/mol
electronic energy: -496.97811 hartree
LUMO energy: 0.72 eV

For reference, the Löwdin charges in units of e are: C -0.088; N -0.211; C -0.041; C -0.320; O -0.023; H 0.091; H 0.096; H 0.088; H 0.096; H 0.082; H 0.093; H 0.138; C -0.083; N -0.217; C -0.032; C -0.371; O 0.004; H 0.088; H 0.096; H 0.095; H 0.095; H 0.084; H 0.098; H 0.143

The molecule C5H9NO, computed with ωB97M-V with the def2-TZVPD basis set.

```
! RIJCOSX wB97M-V def2-TZVPD def2/J DEFGRID3
* xyz 0 1
C 1.302 0.841 0.306
C 0.310 -0.242 -0.117
C 0.097 -0.268 -1.629
C 0.579 -1.640 0.555
O -0.964 -1.420 1.170
C -0.926 -0.245 0.715
N -1.730 0.723 1.168
H 1.439 0.831 1.391
H 2.275 0.623 -0.146
H 0.994 1.846 -0.016
H -0.146 0.721 -2.041
H 1.026 -0.605 -2.106
H -0.695 -0.970 -1.909
H -2.233 0.557 2.028
H 0.341 -2.420 -0.192
H -1.667 1.667 0.821
*
```

Summary:
max |F|: 0.3 eV Å⁻¹
frontier orbital gap: 7.64 eV
energy above the lowest of the compared OMol25 structures with the same formula, charge and spin: 93.0 kcal/mol
electronic energy: -325.78937 hartree
LUMO energy: 0.54 eV

For reference, the Löwdin charges in units of e are: C -0.056; C -0.534; C -0.045; C 0.025; O 0.039; C -0.426; N 0.222; H 0.085; H 0.087; H 0.077; H 0.079; H 0.089; H 0.087; H 0.126; H 0.028; H 0.119

A structure of composition C11H8FeN2O3STe4 at a distorted geometry, computed with ωB97M-V with the def2-TZVPD basis set.

```
! RIJCOSX wB97M-V def2-TZVPD def2/J DEFGRID3
* xyz -1 6
Fe -0.059 -0.798 0.841
O -1.934 0.406 0.988
N -2.126 1.317 0.072
C -3.071 2.244 0.271
C -3.280 3.245 -0.641
C -2.489 3.290 -1.789
C -1.540 2.313 -1.992
C -1.360 1.294 -1.058
S -0.234 0.034 -1.303
H -3.630 2.125 1.188
H -4.047 3.981 -0.460
H -2.620 4.078 -2.514
H -0.917 2.298 -2.874
Te -1.598 -2.454 0.576
Te -3.453 -4.461 0.608
Te -1.750 -3.210 4.804
Te -0.531 -1.753 2.902
O 1.881 -0.717 3.121
C 1.695 -0.186 2.020
O 0.899 0.768 1.771
C 2.401 -0.770 0.817
C 3.346 -0.151 0.029
C 3.751 -0.796 -1.135
C 3.186 -2.021 -1.459
C 2.236 -2.564 -0.616
N 1.833 -1.948 0.499
H 3.730 0.818 0.313
H 4.476 -0.332 -1.788
H 3.467 -2.545 -2.359
H 1.740 -3.503 -0.832
*
```

Summary:
max |F|: 6.2 eV Å⁻¹
frontier orbital gap (spin up / spin down): 5.76 / 5.17 eV
energy above the lowest of the compared OMol25 structures with the same formula, charge and spin: 118.9 kcal/mol
electronic energy: -3493.13782 hartree
LUMO energy (spin up / spin down): 2.02 / 1.41 eV

For reference, the Löwdin charges in units of e are: Fe -0.358; O -0.312; N -0.198; C -0.019; C -0.072; C -0.088; C -0.101; C -0.619; S 0.686; H 0.139; H 0.098; H 0.098; H 0.099; Te 0.326; Te -0.164; Te -0.083; Te 0.563; O -0.121; C -0.831; O -0.066; C -0.236; C 0.001; C -0.053; C -0.062; C -0.119; N 0.043; H 0.123; H 0.105; H 0.101; H 0.118

The molecule C17H19N5O2S at a distorted geometry, computed with ωB97M-V with the def2-TZVPD basis set.

```
! RIJCOSX wB97M-V def2-TZVPD def2/J DEFGRID3
* xyz 0 1
O 2.692 -1.705 -4.236
S 1.426 -1.496 -3.514
O 0.450 -0.878 -4.409
N 1.759 -0.392 -2.319
C 0.724 -0.095 -1.316
C 1.446 0.188 0.014
C 0.386 0.433 1.088
N -0.465 1.580 0.648
C -1.129 2.247 1.668
N -2.514 2.131 1.683
C -3.173 2.687 2.665
N -2.557 3.286 3.749
C -1.181 3.380 3.754
N -0.447 3.849 4.748
C 0.862 3.773 4.280
C 0.933 3.249 3.038
C -0.431 2.905 2.663
C -1.162 1.367 -0.645
C -0.123 1.088 -1.719
C 0.821 -2.958 -2.643
C -0.530 -3.291 -2.592
C -1.005 -4.363 -1.854
C -0.093 -5.172 -1.166
C 1.259 -4.872 -1.209
C 1.723 -3.758 -1.955
H 2.030 0.441 -2.794
H 0.072 -0.963 -1.160
H 2.061 -0.711 0.237
H 2.109 1.044 -0.090
H -0.242 -0.438 1.121
H 0.810 0.625 2.074
H -4.272 2.577 2.667
H -3.066 3.769 4.462
H 1.723 4.122 4.838
H 1.867 3.044 2.483
H -1.871 0.520 -0.549
H -1.734 2.244 -0.956
H -0.678 0.874 -2.655
H 0.471 1.991 -1.876
H -1.264 -2.626 -3.110
H -2.068 -4.582 -1.752
H -0.368 -6.089 -0.671
H 1.968 -5.531 -0.672
H 2.783 -3.493 -2.015
*
```

Summary:
max |F|: 4.0 eV Å⁻¹
frontier orbital gap: 8.37 eV
structure (SMILES): O=S(=O)(NC1CCN(c2nc[nH]c3nccc2-3)CC1)c1ccccc1
energy above the lowest of the compared OMol25 structures with the same formula, charge and spin: 82.3 kcal/mol
electronic energy: -1481.62194 hartree
LUMO energy: 0.18 eV

For reference, the Löwdin charges in units of e are: O -0.318; S 0.685; O -0.321; N -0.095; C -0.377; C -0.120; C -0.121; N -0.063; C -0.219; N 0.136; C -0.130; N 0.156; C -0.329; N 0.078; C -0.162; C -0.062; C -0.119; C -0.155; C -0.143; C -0.288; C -0.076; C -0.067; C -0.078; C -0.063; C -0.047; H 0.103; H 0.137; H 0.127; H 0.120; H 0.116; H 0.120; H 0.132; H 0.148; H 0.100; H 0.105; H 0.126; H 0.123; H 0.125; H 0.129; H 0.132; H 0.111; H 0.104; H 0.117; H 0.122